Formula: C9H23FN3O6S2
Source: the OMol25 dataset
Level of theory: ωB97M-V/def2-TZVPD

```
44
Properties=species:S:1:pos:R:3:forces:R:3
N 4.88152 -2.02544 -0.99242 -0.52 -0.02 0.11
C 3.56260 -1.99007 -1.07926 0.01 -0.59 0.78
N 2.78760 -3.06535 -1.38879 -0.14 1.63 -0.62
C 1.37166 -2.52629 -1.22616 0.51 -0.15 0.16
C 1.59971 -1.09638 -1.67005 -0.17 -0.71 0.67
N 2.84579 -0.81097 -0.91634 0.11 0.59 -1.60
F 2.63684 -0.51674 0.41858 0.24 0.02 0.11
H 5.34134 -2.76243 -0.48191 0.17 -0.49 -0.63
H 5.41271 -1.32250 -1.47955 0.23 0.58 0.74
H 2.99709 -3.23039 -2.37967 0.15 -1.26 0.29
H 1.23021 -2.56326 -0.15170 -0.60 -0.12 0.06
H 0.62486 -3.09317 -1.76073 0.04 -0.18 -0.13
H 0.77734 -0.40539 -1.56383 0.09 0.30 0.22
H 1.95616 -1.14221 -2.69692 -0.31 0.46 -0.28
O -0.34848 0.91951 5.82512 -0.05 -0.18 -0.01
S -0.39539 1.88003 4.76817 0.15 0.31 0.02
O -0.90967 1.50462 3.48621 -0.10 -0.12 -0.03
O 1.06278 2.49275 4.57582 -0.06 0.08 0.04
C 2.14905 1.55826 4.42581 0.36 -0.27 -0.09
C 2.19400 0.96386 3.03217 -0.21 -0.05 -0.06
C -1.19075 3.34799 5.31423 0.00 0.05 0.02
H 2.07479 0.78158 5.18785 -0.13 0.04 0.03
H 3.05108 2.13103 4.62894 -0.10 0.15 0.02
H 1.32940 0.32283 2.86159 0.01 -0.01 -0.01
H 3.09763 0.36654 2.90395 0.05 0.05 0.09
H 2.17715 1.74976 2.27709 0.06 0.03 0.02
H -0.75611 3.64787 6.26311 0.01 -0.01 0.01
H -2.24527 3.11124 5.43441 0.00 -0.05 -0.01
H -1.05898 4.11821 4.55961 0.00 -0.01 -0.02
O -1.33953 -0.98813 -2.87395 0.34 -0.03 0.08
S -2.33750 -0.60272 -3.83857 -0.55 -0.10 -0.05
O -2.15122 0.59503 -4.58924 0.26 0.09 0.00
O -3.74412 -0.58001 -3.12395 0.10 -0.10 -0.01
C -3.88120 0.18437 -1.89761 -0.11 0.36 0.41
C -4.01487 1.67036 -2.15481 0.14 -0.01 -0.21
C -2.66175 -1.93985 -4.93198 0.05 -0.08 0.02
H -3.04392 -0.03652 -1.23491 0.07 -0.07 -0.12
H -4.78092 -0.20349 -1.42674 -0.03 -0.14 -0.15
H -3.09115 2.09166 -2.54915 0.01 0.00 0.02
H -4.25642 2.18455 -1.22520 -0.03 -0.05 0.03
H -4.80214 1.86363 -2.88213 -0.06 0.00 0.05
H -2.83891 -2.83834 -4.34790 -0.02 0.00 0.01
H -1.78435 -2.05874 -5.56369 0.01 0.05 -0.01
H -3.52868 -1.68730 -5.53551 -0.01 0.03 -0.01
```
Positions in Å, forces in eV/Å.

Its charge is +1. As for the HOMO energy: -12.6 eV.


Formula: CH3INOP
Source: the OMol25 dataset
Level of theory: ωB97M-V/def2-TZVPD

```
8
Properties=species:S:1:pos:R:3:forces:R:3
C -0.92154 0.32954 -0.02663 1.99 5.03 -0.96
N -0.00515 -0.67462 -0.12860 -1.13 -2.74 0.73
O -0.61454 1.58924 -0.09811 -1.49 -5.96 0.58
P 1.72327 -0.39799 0.10545 -0.82 0.60 -1.82
I -2.93933 -0.30139 0.06781 0.03 0.01 0.06
H -0.32568 -1.70124 0.02628 0.40 2.77 -0.48
H 1.36665 0.54226 1.02259 0.53 1.04 1.06
H 1.71633 0.61420 -0.96878 0.48 -0.75 0.84
```
Positions in Å, forces in eV/Å.

Its energy above the lowest of the compared OMol25 structures with the same formula, charge and spin is 13.90 kcal per mole. Its charge is 0. The SMILES is O=C(I)NP. As for the HOMO energy: -9.9 eV.


Formula: C3H6F4N3OP3
Source: the OMol25 dataset
Level of theory: ωB97M-V/def2-TZVPD

```
20
Properties=species:S:1:pos:R:3:forces:R:3
C 2.39125 -1.21620 -0.94336 -2.53 1.82 0.96
C 1.53800 -0.24639 -1.33024 0.98 -2.65 4.41
C -0.77257 2.77049 -0.46232 -1.64 -3.18 0.43
N 0.61808 0.24562 1.43490 0.96 -2.16 -0.32
N -1.03837 -1.70865 1.64364 -0.03 -0.37 0.86
N -1.15778 -0.24256 -0.42646 0.37 0.19 -0.84
O 0.37809 1.88905 -0.63110 -0.13 0.48 -0.62
F -1.83002 -0.66456 2.20809 0.51 -0.49 -0.15
F -1.46369 -0.32907 -1.84605 0.49 0.43 0.42
F 0.61391 -1.33663 3.44411 0.45 -0.03 -0.78
F -2.93853 -1.77142 -0.00746 0.93 -0.81 0.02
P 0.71342 -1.45216 1.83752 -1.49 2.50 1.77
P -1.31971 -1.91714 0.02106 -2.40 0.12 -0.61
P 0.40204 0.41583 -0.10376 0.30 0.45 -0.62
H 3.12960 -1.69372 -1.44446 2.02 -0.94 -2.43
H 2.34804 -1.65128 0.03215 -0.22 0.26 0.64
H 1.46578 0.19027 -2.22376 0.07 1.45 -3.59
H -1.17680 2.37667 0.53296 -0.32 1.26 -1.43
H -1.50901 2.59450 -1.36205 1.43 0.53 1.93
H -0.39173 3.74736 -0.37341 0.25 1.14 -0.06
```
Positions in Å, forces in eV/Å.

Its energy above the lowest of the compared OMol25 structures with the same formula, charge and spin is 0.00 kcal per mole. Its charge is 0. As for the HOMO energy: -9.6 eV.


Formula: C23H42F3N2O2
Source: the OMol25 dataset
Level of theory: ωB97M-V/def2-TZVPD

```
72
Properties=species:S:1:pos:R:3:forces:R:3
C 5.52580 0.34706 -0.96716 -2.52 1.16 -3.08
C 5.08818 1.93060 -0.98098 1.12 -0.22 0.38
C 3.74866 2.19347 -1.93394 -1.46 0.59 1.90
C 2.41900 1.89956 -1.00677 -0.33 -4.56 -1.97
F 1.73483 2.92438 -0.14555 1.45 -1.10 -1.12
C 1.91230 0.47353 -1.02334 1.85 4.83 0.53
F 1.24757 -0.14382 -2.20451 1.23 0.02 2.87
F 2.14914 -0.29307 0.24728 -1.63 0.01 -2.68
H 6.06512 0.09586 -1.98596 -0.57 0.31 2.23
H 4.59795 -0.36951 -0.85450 1.96 1.39 0.34
H 6.01060 2.55069 -1.38444 -1.70 -1.18 0.66
H 4.92044 2.29702 0.13297 -0.02 -0.72 -2.41
H 3.68444 3.30784 -2.28414 0.58 -1.95 0.47
H 3.75988 1.46291 -2.85086 -0.14 1.42 1.80
C -3.14042 0.70742 -3.27206 -0.21 0.01 0.10
C -2.10982 1.72487 -3.83662 0.22 -1.95 0.71
C -1.39036 2.42982 -2.66030 0.00 0.30 -0.10
C -2.28594 3.41988 -1.92563 -0.02 -0.01 0.00
C -2.88621 4.43348 -2.89215 0.30 -0.19 -0.05
C -3.58690 3.79861 -4.12414 -1.72 0.90 0.20
N -2.79076 2.69486 -4.76134 4.04 2.82 -1.21
O -1.79137 3.29523 -5.54940 -2.89 -1.73 1.63
C -4.98385 3.25473 -3.72385 -0.07 -0.16 0.17
C -3.92843 4.96223 -5.11753 0.70 -0.40 -0.25
C -1.07807 0.81186 -4.57702 -0.01 0.63 -0.34
H -2.63402 -0.15890 -2.82499 0.13 0.34 -0.22
H -3.76496 1.10717 -2.47447 -0.03 0.09 -0.10
H -3.79438 0.32214 -4.06260 0.08 0.14 0.04
H -0.50530 2.96731 -3.03042 -0.17 -0.19 -0.07
H -1.01553 1.68762 -1.94431 -0.01 -0.03 -0.34
H -3.07928 2.89678 -1.38204 -0.01 -0.03 -0.03
H -1.69707 3.94826 -1.16674 -0.07 -0.12 -0.10
H -3.59366 5.06869 -2.34448 -0.11 -0.08 -0.30
H -2.08010 5.09803 -3.22843 -0.10 -0.14 -0.18
H -5.43901 2.69499 -4.54910 0.17 0.03 0.10
H -5.67046 4.07399 -3.47709 0.30 0.01 -0.13
H -4.97148 2.61833 -2.84197 0.10 -0.09 -0.07
H -3.04421 5.54321 -5.40417 -0.08 -0.35 0.01
H -4.62486 5.67670 -4.66209 0.08 -0.37 0.19
H -4.40088 4.58000 -6.03123 0.14 -0.01 0.16
H -1.54810 0.28459 -5.41583 -0.03 0.18 0.07
H -0.66890 0.05182 -3.89974 -0.29 0.35 0.10
H -0.21614 1.36902 -4.95994 -0.32 0.03 0.05
C 0.40318 -2.25736 2.57466 -0.16 -0.12 -0.10
C 1.62319 -2.54406 3.49414 -0.20 1.05 -1.90
C 2.30885 -3.85610 3.03948 0.03 -0.14 0.33
C 1.49291 -5.09844 3.37538 -0.05 -0.01 -0.04
C 1.14993 -5.14087 4.85943 0.27 0.18 -0.13
C 0.49869 -3.83806 5.39832 -1.61 -0.74 0.80
N 1.19016 -2.58768 4.93298 4.59 -1.12 2.07
O 2.34290 -2.42313 5.72314 -3.25 -0.07 -1.80
C -0.99631 -3.77759 4.98742 -0.11 -0.03 -0.22
C 0.43473 -3.95993 6.95990 0.67 0.46 -0.22
C 2.58482 -1.34815 3.19187 0.17 -0.30 0.65
H 0.72966 -1.95203 1.57116 0.19 0.03 0.39
H -0.23770 -3.12194 2.40802 -0.04 -0.02 0.16
H -0.21259 -1.44243 2.97186 0.14 -0.14 0.02
H 3.29607 -3.94731 3.51518 -0.18 0.17 0.06
H 2.49546 -3.83264 1.95844 -0.12 0.31 0.19
H 0.57976 -5.13812 2.77279 0.03 0.06 0.02
H 2.06859 -5.99328 3.11129 -0.09 0.07 0.03
H 0.48768 -5.99574 5.04525 -0.08 0.27 0.16
H 2.07421 -5.34760 5.41397 -0.09 0.22 0.06
H -1.43795 -2.80996 5.25228 0.18 -0.10 -0.09
H -1.57990 -4.54757 5.50710 0.31 0.08 0.06
H -1.16858 -3.95618 3.92851 0.09 0.14 -0.03
H 1.41860 -4.14105 7.40794 -0.13 0.24 -0.22
H -0.19556 -4.80472 7.26314 0.00 0.13 -0.41
H 0.01095 -3.05475 7.41294 0.13 -0.11 -0.16
H 2.13465 -0.39412 3.49139 0.04 -0.22 -0.04
H 2.80671 -1.28374 2.11930 -0.38 -0.19 0.26
H 3.55346 -1.44473 3.69426 -0.30 -0.06 0.15
```
Positions in Å, forces in eV/Å.

Its charge is -1. The expectation value of S² is 3.028. As for the HOMO energy (alpha / beta): -2.4 / -2.5 eV. Its spin multiplicity is 3.